[1]
# C4H13NO3

3 unconnected molecules or ions with the total composition C4H13NO3 (ωB97M-V/def2-TZVPD, the Open Molecules 2025 dataset).

For the orbital gap (alpha / beta), the calculation gives 3.036 / 6.808 eV. The HOMO energy (alpha / beta) comes out at 0.6 / -3.3 eV. As for the spin multiplicity: 2. As for the charge: -1. The total energy is -11987.96344 eV. The energy above the lowest of the compared OMol25 structures with the same formula, charge and spin is 76.77 kcal per mole. For the LUMO energy (alpha / beta), the calculation gives 3.609 / 3.518 eV.

Geometry (Å):
O -1.11070 -1.95159 -0.70874
C -0.35566 -1.01900 -1.07845
C -0.24264 0.32623 -0.39844
C -1.14478 1.55051 -0.97675
C -1.79726 1.19512 -2.35455
N 1.14831 0.61547 -0.16828
H 0.32101 -1.28074 -1.97925
H -0.63811 0.23207 0.60159
H -0.24106 2.27002 -1.02361
H -1.89538 1.89546 -0.24265
H -0.95333 1.28716 -3.22981
H -2.21168 0.08788 -2.43708
H -2.54577 1.88962 -2.55321
H 1.49459 1.33374 0.43832
H 1.50271 0.83873 -0.93192
H -1.23815 -1.72739 2.24618
H -0.46596 -1.00220 3.61832
O -0.66989 -1.77850 3.02868
H 3.09383 -0.11765 1.66578
H 3.83914 1.04784 0.92959
O 3.42335 0.80759 1.79567

Atom charges from the natural (NBO) analysis, given in e for atoms 1 to 2: -0.789, 0.052


[2]
# C4H5N3O2

A molecular structure, C4H5N3O2 (ωB97M-V/def2-TZVPD, the Open Molecules 2025 dataset).

For the orbital gap, the calculation gives 9.178 eV. The HOMO energy comes out at -8.8 eV. As for the spin multiplicity: 1. The total energy is -12785.30328 eV. The energy above the lowest of the compared OMol25 structures with the same formula, charge and spin is 243.78 kcal per mole. For the LUMO energy, the calculation gives 0.339 eV.

Geometry (Å):
C -0.28238 -1.60794 0.29404
C -1.71857 -1.24232 -0.32234
C 0.47624 0.85007 -0.60433
C 1.38980 1.76965 1.19317
H 0.38578 -1.07069 0.93254
H 0.11094 -2.74940 0.06670
H -2.32159 0.00680 -0.14940
H -2.40971 -2.35467 -0.56490
H 1.39549 2.10289 2.17017
N -0.47198 -1.20439 -1.31665
N 0.00747 0.05824 -1.52821
N 1.53215 2.66901 0.16899
O 0.75312 0.70845 0.68104
O 1.15324 2.06431 -1.02081

Atom charges from the natural (NBO) analysis, given in e for atoms 1 to 2: -0.354, -0.305


[3]
# C17H19ClO3RhS

A molecular structure, C17H19ClO3RhS (ωB97M-V/def2-TZVPD, the Open Molecules 2025 dataset).

For the orbital gap (alpha / beta), the calculation gives 6.727 / 6.826 eV. The HOMO energy (alpha / beta) comes out at -11.2 / -11.0 eV. As for the spin multiplicity: 1. As for the charge: +1. The total energy is -50438.00367 eV. The energy above the lowest of the compared OMol25 structures with the same formula, charge and spin is 15.66 kcal per mole. For the LUMO energy (alpha / beta), the calculation gives -4.480 / -4.207 eV.

Geometry (Å):
Rh -0.38776 0.34172 -0.68215
C -0.31072 -0.53626 3.51699
C -0.53660 -0.72565 2.04296
O -0.14730 0.22636 1.33132
C -1.13913 -1.94567 1.55008
C -1.67391 -2.85384 2.49557
C -2.21046 -4.05754 2.13418
C -2.21477 -4.41705 0.78101
C -1.70383 -3.56996 -0.16685
C -1.16393 -2.31262 0.17353
O -0.68582 -1.59862 -0.81893
H 0.20226 0.40785 3.67381
H 0.28189 -1.35744 3.91815
H -1.25659 -0.51262 4.05887
H -1.66683 -2.58273 3.54075
H -2.62531 -4.72107 2.87863
H -2.63038 -5.36937 0.47858
H -1.71300 -3.83148 -1.21674
Cl -0.76569 0.95174 -3.10593
C 0.25024 2.23405 -2.45777
C 1.34667 2.66534 -3.16470
C 2.23345 3.51657 -2.52007
C 2.03561 3.87186 -1.18871
C 0.93461 3.41793 -0.49634
C -0.03086 2.61057 -1.12896
C -1.26290 2.16941 -0.47095
H 1.52297 2.32164 -4.17352
H 3.10118 3.88268 -3.05156
H 2.75182 4.51542 -0.69691
H 0.77232 3.70730 0.53372
H -2.17387 2.20224 -1.06056
H -1.38023 2.47040 0.56321
C 4.09317 -1.11246 -0.51662
S 2.32522 -1.38570 -0.47758
C 2.25338 -2.77120 -1.60843
O 1.75290 -0.21089 -1.25041
H 4.40259 -0.92846 -1.54377
H 4.59444 -1.98855 -0.10786
H 4.29992 -0.24404 0.10479
H 2.72863 -3.63505 -1.14538
H 2.74963 -2.50072 -2.53872
H 1.19663 -2.96719 -1.77432

Atom charges from the natural (NBO) analysis, given in e for atoms 1 to 2: 0.990, -0.707


[4]
# C6H10CrO6

A molecular structure, C6H10CrO6 (ωB97M-V/def2-TZVPD, the Open Molecules 2025 dataset).

For the orbital gap (alpha / beta), the calculation gives 2.934 / 4.312 eV. The HOMO energy (alpha / beta) comes out at -15.9 / -15.9 eV. As for the spin multiplicity: 5. As for the charge: +2. The total energy is -47068.30646 eV. For the LUMO energy (alpha / beta), the calculation gives -12.956 / -11.578 eV.

Geometry (Å):
O 1.46319 -1.82039 -0.47659
C 0.26071 -2.19228 -0.70974
O -0.72669 -1.38126 -0.43597
C -0.95122 -1.02761 0.95519
C -2.11443 -0.06124 1.01053
C -2.05752 1.13202 0.05172
C -0.68947 1.70712 -0.24869
O -0.02382 2.02234 0.98314
C 1.28109 2.21369 0.92563
O 1.93831 2.34569 -0.07897
O 1.76110 2.24160 2.16361
H -0.01373 -0.60602 1.33502
H -1.19573 -1.95186 1.49157
H -2.15396 0.28994 2.05160
H -3.04112 -0.61925 0.81415
H -2.70404 1.92925 0.44531
H -2.48754 0.84655 -0.91891
H -0.78726 2.62724 -0.83911
H -0.06168 1.00589 -0.81439
H 2.71940 2.35536 2.13331
Cr -1.58051 -2.78380 -2.77141
O 0.22320 -2.59119 -1.92852
H 1.75898 -2.17279 -1.58507

Atom charges from the natural (NBO) analysis, given in e for atoms 1 to 2: -0.516, 1.019


[5]
# C5H2O

A single C5H2O molecule (ωB97M-V/def2-TZVPD, the Open Molecules 2025 dataset).

For the orbital gap, the calculation gives 7.920 eV. The HOMO energy comes out at -10.1 eV. As for the spin multiplicity: 1. The total energy is -7258.28250 eV. The energy above the lowest of the compared OMol25 structures with the same formula, charge and spin is 51.33 kcal per mole. For the LUMO energy, the calculation gives -2.153 eV.

Geometry (Å):
O 1.75673 0.36173 -1.45777
C 1.12352 -0.12911 -0.56550
C -2.69770 -1.14938 -0.11187
C -1.82233 -0.33758 0.37319
C -0.72289 0.29561 0.64157
C 0.52711 0.66803 0.57755
H 0.79506 -1.18711 -0.54323
H 1.04050 1.47782 1.08606

Atom charges from the natural (NBO) analysis, given in e for atoms 1 to 2: -0.470, 0.427


[6]
# C3H4BrI

A molecular structure, C3H4BrI (ωB97M-V/def2-TZVPD, the Open Molecules 2025 dataset).

For the orbital gap, the calculation gives 9.714 eV. The HOMO energy comes out at -9.3 eV. As for the spin multiplicity: 1. The total energy is -81316.02768 eV. The energy above the lowest of the compared OMol25 structures with the same formula, charge and spin is 46.98 kcal per mole. For the LUMO energy, the calculation gives 0.391 eV.

Geometry (Å):
C -0.59710 -0.60148 -1.26610
C -0.35759 -0.77989 -0.00718
C 0.40879 0.81308 0.95913
Br -0.15508 -2.19884 1.22858
I 0.77437 2.38412 -0.36471
H -0.85857 -1.43354 -1.89251
H -0.42691 0.33735 -1.59315
H -0.26231 0.96545 1.70015
H 1.47440 0.51376 1.23579

Atom charges from the natural (NBO) analysis, given in e for atoms 1 to 2: -0.479, -0.053